# 1
7
Properties=species:S:1:pos:R:3:forces:R:3 method="wB97M-V/def2-TZVPD" e_above_lowest_kcal_mol=26.4 homo_lumo_gap_ha=0.2699 molar_mass_da=106.2 e_tot_ha=-948.96296 smiles="OC(=S)C=S"
O -1.601 -0.132 -0.085 1.3 -1.0 1.2
C -0.453 0.361 -0.452 1.9 1.4 -2.3
S -0.077 1.098 -1.890 -0.8 -0.2 0.9
C 0.769 0.050 0.363 -3.1 -2.4 1.3
S 0.919 -1.100 1.492 -0.8 0.3 -0.2
H -1.146 -0.732 0.582 -2.0 -0.4 0.5
H 1.589 0.456 -0.011 3.5 2.3 -1.5



# 2
7
Properties=species:S:1:pos:R:3:forces:R:3 method="wB97M-V/def2-TZVPD" e_above_lowest_kcal_mol=25.6 homo_lumo_gap_ha=0.2702 molar_mass_da=106.2 e_tot_ha=-948.96424 smiles="OC(=S)C=S"
O -0.177 1.546 0.034 -4.5 1.2 -0.9
C -0.582 0.317 0.009 -0.5 -2.7 0.2
S -2.041 -0.382 -0.046 -0.7 0.8 -0.3
C 0.524 -0.694 0.112 1.3 -0.8 1.0
S 2.096 -0.226 -0.061 -1.3 -0.8 0.1
H 0.681 1.369 0.250 5.1 0.7 0.8
H 0.204 -1.744 0.469 0.5 1.7 -1.0



# 3
8
Properties=species:S:1:pos:R:3:forces:R:3 method="wB97M-V/def2-TZVPD" e_above_lowest_kcal_mol=22.8 homo_lumo_gap_ha=0.2650 molar_mass_da=138.2 e_tot_ha=-1347.15520 smiles="OC(=S)C(=S)S"
O 1.127 -1.756 0.128 -3.5 0.9 -0.4
C 1.062 -0.416 -0.073 -0.3 0.2 1.5
S 2.390 0.561 -0.032 -1.2 -0.8 -0.4
C -0.432 0.192 -0.026 -0.2 0.3 -0.3
S -1.729 -0.820 -0.030 1.1 0.5 0.0
S -0.561 2.025 0.083 -0.7 -1.2 -0.6
H 0.082 -2.092 0.208 3.0 1.1 -0.4
H -1.939 2.306 -0.257 1.8 -1.1 0.5



# 4
61
Properties=species:S:1:pos:R:3:forces:R:3 method="wB97M-V/def2-TZVPD" total_charge=+1 e_above_lowest_kcal_mol=216.4 homo_lumo_gap_ha=0.0977 molar_mass_da=662.8 e_tot_ha=-3141.23860
Cd 21.021 -26.048 -7.139 0.3 -0.6 -1.2
C 21.594 -25.783 -12.627 2.3 -1.4 0.7
F 21.482 -25.539 -13.892 -1.0 -0.5 -0.7
F 22.662 -26.679 -12.484 -1.9 1.1 0.3
F 21.928 -24.643 -12.057 0.0 0.0 0.9
S 19.931 -26.413 -11.793 -2.2 2.5 -2.4
O 19.326 -25.151 -11.386 1.1 -1.5 0.4
O 19.222 -27.101 -12.907 1.9 0.9 3.0
N 20.339 -27.338 -10.314 0.2 3.2 -2.0
S 20.211 -28.773 -10.849 1.2 -7.4 0.1
O 20.831 -29.084 -12.151 -0.7 1.1 2.2
O 20.592 -29.744 -9.775 -0.7 2.4 -1.5
C 18.333 -29.119 -11.032 0.5 2.1 -0.2
F 17.648 -27.945 -10.861 0.4 -0.4 -1.2
F 18.087 -29.713 -12.193 -0.3 0.4 1.1
F 17.971 -29.778 -9.983 -0.4 -2.1 0.6
O 15.471 -30.409 -16.086 0.1 0.0 -0.2
H 15.979 -30.357 -15.276 0.1 0.0 0.2
H 14.559 -30.428 -15.796 -0.3 0.0 0.0
O 20.249 -28.711 -5.587 0.3 1.1 -0.2
H 20.872 -28.945 -4.899 0.2 -0.1 0.3
H 19.776 -29.523 -5.769 -0.3 -0.4 -0.4
O 19.784 -21.641 -16.680 0.3 0.0 0.1
H 18.938 -21.881 -16.302 -0.2 -0.1 0.1
H 19.581 -21.392 -17.582 0.0 0.1 -0.3
O 27.207 -24.277 -11.652 -0.2 0.1 0.3
H 26.919 -25.185 -11.745 0.0 -0.3 -0.1
H 27.594 -24.060 -12.500 0.1 0.1 -0.2
O 24.065 -26.990 -7.442 -0.9 0.3 0.2
H 24.366 -27.865 -7.686 -0.1 -0.4 -0.1
H 24.864 -26.466 -7.393 0.2 0.3 0.0
O 25.141 -31.204 -11.953 0.2 0.1 0.0
H 25.013 -31.278 -11.008 0.0 -0.1 0.2
H 24.255 -31.179 -12.314 -0.2 0.0 -0.2
O 23.180 -29.813 -15.999 0.2 -0.1 0.0
H 22.811 -29.294 -16.713 -0.1 0.1 -0.2
H 22.744 -29.485 -15.213 -0.1 0.1 0.2
O 24.021 -20.934 -16.188 0.2 0.0 0.2
H 24.159 -20.647 -17.091 0.1 0.1 -0.2
H 23.172 -21.376 -16.204 -0.3 -0.1 0.0
O 21.439 -22.874 -7.694 -0.4 -1.0 0.3
H 22.090 -22.389 -8.201 0.6 0.1 -0.4
H 21.046 -22.218 -7.119 -0.2 0.2 0.2
O 18.283 -32.266 -5.666 0.4 0.3 -0.2
H 18.479 -32.389 -4.737 0.0 -0.2 0.3
H 17.441 -31.809 -5.674 -0.3 0.0 -0.1
O 24.653 -21.841 -9.150 -0.5 -0.1 0.4
H 24.642 -21.103 -9.759 0.1 0.3 -0.2
H 24.866 -22.598 -9.696 0.2 -0.2 -0.2
O 16.661 -34.271 -14.554 -0.1 -0.1 0.2
H 16.328 -34.177 -15.447 -0.1 0.0 -0.2
H 17.453 -33.733 -14.535 0.2 0.1 0.0
O 12.485 -28.000 -11.675 0.1 0.1 -0.2
H 11.618 -27.778 -11.334 -0.3 0.1 0.0
H 12.903 -28.489 -10.966 0.1 -0.1 0.1
O 19.722 -35.170 -8.180 0.0 0.0 -0.2
H 20.382 -35.552 -7.601 0.2 -0.2 0.1
H 19.429 -34.382 -7.722 -0.2 0.2 0.1
O 16.180 -21.896 -11.818 -0.1 0.1 0.2
H 16.213 -22.205 -12.724 -0.1 -0.1 -0.2
H 17.044 -22.102 -11.462 0.2 -0.1 0.1



# 5
46
Properties=species:S:1:pos:R:3:forces:R:3 method="wB97M-V/def2-TZVPD" e_above_lowest_kcal_mol=7.7 homo_lumo_gap_ha=0.3413 molar_mass_da=310.4 e_tot_ha=-1793.50966
C -1.955 -0.802 -1.260 0.7 -0.4 0.5
C -1.098 0.073 -2.173 0.0 0.8 1.1
S -2.121 1.505 -2.700 -0.5 -0.4 0.8
S -0.954 2.787 -3.710 0.2 -0.3 -1.4
H -2.847 -1.143 -1.732 -0.8 -0.2 -0.7
H -2.282 -0.337 -0.342 0.1 0.5 0.1
H -1.432 -1.716 -0.933 0.1 0.5 -0.3
H -0.804 -0.478 -3.024 0.2 -0.5 -1.0
H -0.168 0.435 -1.687 -0.7 -0.1 -0.1
H -0.427 3.567 -2.793 0.2 0.3 0.9
H -0.020 -2.733 1.539 0.4 0.1 0.3
H -1.403 -2.054 1.523 -0.2 0.2 0.1
O -0.931 -2.853 1.272 -0.9 -0.4 0.0
H 1.150 -2.792 -0.002 -0.3 -0.1 -0.3
H -0.171 -3.359 -0.455 -0.6 -0.1 0.3
O 0.713 -3.201 -0.783 0.8 0.1 -0.6
H 3.025 -0.002 0.964 0.2 -0.3 -0.1
H 3.256 -0.307 -0.507 0.4 -0.3 0.5
O 3.552 -0.584 0.396 0.0 0.2 -0.6
H -2.423 2.183 0.830 -1.6 -0.7 -0.4
H -3.648 1.637 -0.020 -0.3 0.0 -1.4
O -3.312 1.676 0.853 1.8 0.8 1.7
H 2.411 0.589 2.877 0.9 0.3 1.2
H 0.857 0.724 2.542 0.4 0.1 0.2
O 1.779 0.404 2.212 -1.4 0.0 -0.6
H 1.685 1.475 -0.635 0.4 -0.8 -1.9
H 1.655 1.453 0.837 0.0 0.1 0.5
O 1.424 2.017 0.085 -0.6 1.2 1.3
H -2.780 0.320 1.722 -0.1 -0.2 -0.2
H -2.938 -0.623 2.900 -1.5 -0.7 1.8
O -2.343 -0.414 2.227 1.2 0.7 -1.7
H 1.496 -1.319 1.877 0.1 0.6 0.2
H 2.557 -2.043 1.052 -0.6 0.2 0.5
O 1.685 -2.182 1.505 1.0 -1.0 -0.4
H 1.891 -0.339 -2.230 -0.4 -0.9 -1.1
H 2.930 0.849 -2.477 0.0 -0.1 -0.5
O 2.388 0.388 -1.842 0.5 1.0 1.1
H -1.149 0.643 2.824 0.1 -0.4 0.4
H -0.710 2.009 2.340 0.7 -0.7 1.1
O -0.454 1.306 3.026 -0.6 0.9 -1.1
H 1.713 -2.222 -3.476 0.0 -0.2 0.0
H 0.882 -2.239 -2.119 0.4 0.3 -1.0
O 1.143 -1.670 -2.934 -0.3 -0.5 1.0
H -0.073 2.607 0.477 -0.2 -0.1 -0.1
H -0.826 3.860 1.038 -0.1 -0.1 0.0
O -0.922 2.907 0.918 0.5 0.4 -0.2



# 6
49
Properties=species:S:1:pos:R:3:forces:R:3 method="wB97M-V/def2-TZVPD" e_above_lowest_kcal_mol=0.0 homo_lumo_gap_ha=0.3402 molar_mass_da=309.3 e_tot_ha=-1278.27065
O 0.125 0.240 -0.110 0.2 -0.2 0.3
C 0.758 0.563 0.925 0.0 -0.1 -0.1
O 0.963 -0.217 1.910 0.3 0.1 -0.1
C 1.351 1.972 1.010 -0.2 0.3 0.1
N 0.874 2.929 0.034 0.3 0.2 0.1
H 0.035 -1.727 1.845 0.0 0.0 -0.2
H 1.192 2.366 2.017 -0.2 -0.1 0.0
H 2.440 1.907 0.951 0.0 -0.3 -0.2
H 1.008 2.570 -0.897 0.1 0.0 -0.2
H -0.115 3.118 0.128 0.1 -0.1 0.0
H -2.032 -2.047 -1.665 0.1 0.1 -0.3
H -1.126 -3.970 -0.934 0.4 -0.4 -0.2
O -1.798 -3.374 -0.619 -0.6 0.6 0.2
H -0.587 -1.638 -3.278 0.2 0.0 -0.2
H -2.955 -1.557 -2.813 -0.2 0.0 -0.1
O -2.106 -1.378 -2.405 -0.1 -0.3 0.4
H -2.551 0.109 2.128 -0.1 0.2 0.2
H -1.950 0.015 0.729 0.0 -0.1 0.1
O -2.521 -0.463 1.357 0.0 0.2 -0.3
H 1.808 0.477 -2.194 0.1 0.0 -0.2
H 0.183 1.017 -2.399 0.1 0.2 -0.4
O 1.115 0.763 -2.877 -0.4 -0.4 0.3
H 0.736 -2.104 -2.701 0.0 -0.1 0.0
H 0.835 -0.152 -3.269 0.3 0.3 0.0
O 0.377 -1.632 -3.471 -0.2 0.0 -0.1
H -0.358 0.391 4.690 0.1 0.2 -0.1
H 0.470 0.528 3.391 0.0 0.2 0.0
O -0.020 1.055 4.073 -0.1 -0.5 0.1
H -1.435 -2.989 0.211 0.1 -0.3 -0.1
H -1.462 -1.790 1.644 0.1 -0.1 0.2
O -0.678 -2.381 1.675 0.0 -0.2 0.1
H 3.004 -0.618 1.438 -0.2 0.1 0.3
H 4.415 -1.191 1.248 0.1 -0.1 0.0
O 3.864 -0.436 1.034 0.0 0.1 -0.1
H -1.581 0.321 -2.228 -0.1 0.4 0.2
H -1.365 1.635 -1.362 -0.2 -0.2 0.1
O -1.219 1.235 -2.241 0.1 -0.2 -0.5
H -1.763 3.358 2.918 0.1 -0.4 0.1
H -1.236 1.901 3.244 0.1 0.3 0.1
O -1.894 2.420 2.720 -0.1 0.1 -0.2
H 3.356 -0.357 -0.687 -0.1 -0.1 -0.2
H 2.345 -1.300 -1.391 0.3 -0.1 0.3
O 2.887 -0.505 -1.535 0.2 0.3 -0.1
H 0.553 -1.412 -0.587 0.1 -0.3 0.1
H 0.799 -2.848 -0.091 0.1 0.1 -0.1
O 0.992 -2.272 -0.845 -0.4 0.2 0.3
H -2.001 2.383 0.948 0.0 0.0 -0.2
H -3.019 2.689 -0.181 0.5 -0.1 0.0
O -2.079 2.488 -0.030 -0.8 0.1 0.4



# 7
47
Properties=species:S:1:pos:R:3:forces:R:3 method="wB97M-V/def2-TZVPD" total_charge=-1 e_above_lowest_kcal_mol=26.7 homo_lumo_gap_ha=0.2869 molar_mass_da=279.3 e_tot_ha=-1148.19189
C -26.927 -11.762 7.260 -1.5 -0.2 -1.4
C -25.775 -11.255 6.396 1.0 -1.9 -0.8
O -25.068 -12.324 5.771 -0.7 0.7 0.5
H -27.710 -12.410 6.730 1.3 0.9 0.3
H -27.478 -10.902 7.597 -0.6 0.6 0.2
H -26.630 -12.328 8.111 0.7 -0.6 0.7
H -25.042 -10.733 7.015 -0.2 0.6 0.4
H -26.061 -10.593 5.568 -0.7 0.4 0.4
O -22.480 -11.212 5.977 1.3 0.7 0.6
H -22.269 -11.346 5.061 0.4 -0.3 -0.6
H -23.421 -11.307 5.988 -1.4 -0.6 -0.1
O -23.105 -14.162 5.144 0.4 1.0 -0.6
H -23.779 -13.441 5.184 0.4 -0.7 0.0
H -23.501 -14.890 5.600 -0.6 -0.5 0.4
O -25.375 -7.999 5.227 1.6 0.2 -0.4
H -25.784 -8.747 5.661 -0.1 -0.2 0.0
H -24.439 -8.280 5.042 -1.4 0.3 0.4
O -22.534 -8.673 7.667 2.0 0.5 0.0
H -22.452 -9.610 7.848 -0.4 -0.2 -0.2
H -23.430 -8.389 7.644 -1.1 -0.4 0.1
O -25.186 -8.515 8.248 -0.5 1.4 0.6
H -25.429 -7.688 8.723 0.8 -0.7 -0.3
H -25.485 -9.207 8.843 0.2 -0.6 0.6
O -28.539 -8.841 4.976 -0.8 0.6 0.1
H -29.080 -8.011 4.966 0.9 -1.2 0.2
H -28.315 -9.017 5.915 -0.2 0.5 -0.8
O -26.790 -10.271 10.146 0.4 -0.3 -0.4
H -27.121 -10.647 9.310 -0.1 0.1 0.3
H -27.250 -9.448 10.290 -0.4 0.3 0.0
O -26.044 -14.854 5.882 -0.7 -2.7 -0.6
H -25.944 -13.914 5.822 0.8 1.7 0.9
H -26.037 -15.243 6.764 0.1 0.9 -0.1
O -27.635 -8.312 7.461 -2.1 0.1 0.2
H -26.759 -8.328 7.792 1.9 -0.5 0.0
H -27.896 -7.417 7.660 -0.6 0.5 -0.2
O -24.631 -11.258 3.276 0.7 0.9 -0.9
H -24.991 -11.643 4.073 -0.3 -0.9 0.9
H -23.877 -10.758 3.616 -0.2 -0.1 -0.3
O -24.575 -12.139 10.233 -1.0 1.0 1.6
H -24.283 -12.311 9.353 0.6 -0.5 -1.4
H -25.208 -11.395 10.202 0.6 -0.7 0.1
O -27.519 -12.918 4.103 -0.9 -0.7 -0.8
H -27.103 -12.256 4.653 0.5 -0.5 0.2
H -27.278 -13.832 4.349 0.2 1.0 0.3
O -23.667 -13.225 7.876 0.6 -0.6 2.0
H -24.122 -12.809 7.163 -1.3 0.4 -1.8
H -22.764 -13.225 7.571 0.5 0.0 -0.2



# 8
65
Properties=species:S:1:pos:R:3:forces:R:3 method="wB97M-V/def2-TZVPD" e_above_lowest_kcal_mol=0.0 homo_lumo_gap_ha=0.3585 molar_mass_da=568.4 e_tot_ha=-3031.18635
N -12.846 8.224 -15.120 -1.6 -1.9 -0.5
H -12.754 8.478 -16.093 0.3 0.3 -1.0
H -12.175 8.734 -14.563 0.6 0.8 0.7
H -12.714 7.230 -14.997 0.7 -0.4 -0.2
H -13.811 8.288 -14.829 -0.6 0.8 0.5
C -8.138 8.743 -13.673 0.6 1.5 0.5
F -6.965 9.025 -14.222 -0.3 -0.6 -0.7
F -8.262 7.503 -13.321 -0.1 -1.0 -0.6
F -8.198 9.472 -12.578 -0.7 0.5 0.1
S -9.514 9.241 -14.941 -2.1 -2.6 -1.7
O -9.018 10.305 -15.770 -0.1 -0.1 1.2
O -9.909 8.025 -15.727 0.8 2.0 2.3
N -10.933 9.620 -13.939 3.5 -2.0 -1.9
S -10.990 11.161 -13.885 -0.1 2.9 2.5
O -9.793 11.790 -13.371 -0.8 -0.5 0.4
O -11.528 11.765 -15.041 -1.3 0.6 -1.1
C -12.375 11.249 -12.485 -0.7 0.7 -1.0
F -13.586 10.744 -12.834 0.8 0.4 -0.9
F -12.034 10.557 -11.442 1.1 -0.5 1.2
F -12.573 12.535 -12.103 0.3 -0.6 -0.4
O -8.441 4.643 -12.977 0.0 -0.1 0.4
H -8.499 4.930 -13.888 -0.2 -0.1 -0.5
H -7.538 4.836 -12.722 0.2 0.0 0.3
O -6.484 6.176 -15.989 0.2 -0.9 0.6
H -6.344 6.920 -16.575 0.0 0.5 -0.4
H -7.352 6.325 -15.615 -0.2 -0.2 0.1
O -6.477 8.323 -17.537 0.2 -0.1 -0.2
H -7.338 8.742 -17.525 -0.3 0.3 -0.2
H -5.877 9.000 -17.225 0.2 0.3 0.0
O -11.678 12.671 -17.977 -0.6 -0.1 -0.6
H -12.148 12.406 -17.186 0.0 -0.1 0.3
H -10.801 12.899 -17.671 0.4 -0.2 0.2
O -15.004 7.896 -13.232 0.2 0.0 -0.3
H -14.611 8.066 -12.377 0.1 0.1 0.2
H -15.902 7.629 -13.034 -0.3 -0.1 0.0
O -6.746 12.823 -12.536 0.2 -0.1 -0.1
H -6.492 13.741 -12.442 0.1 0.2 0.0
H -7.701 12.830 -12.461 -0.4 -0.2 0.0
O -14.912 10.200 -10.225 -0.4 -0.2 -0.3
H -14.319 10.612 -9.596 0.3 0.4 0.4
H -14.418 9.457 -10.570 0.1 -0.1 0.1
O -8.407 6.362 -10.320 0.5 0.0 0.4
H -9.171 5.859 -10.038 -0.2 -0.1 -0.1
H -8.712 6.853 -11.083 -0.3 0.1 -0.1
O -9.270 4.998 -15.594 -0.2 0.0 0.0
H -8.995 4.374 -16.266 0.3 -0.3 -0.1
H -9.653 5.726 -16.085 -0.1 0.4 0.0
O -9.328 13.306 -16.635 0.2 0.1 -0.2
H -9.710 14.079 -16.219 -0.2 0.2 0.2
H -8.483 13.192 -16.198 0.2 -0.2 0.2
O -14.336 14.705 -13.386 -0.1 0.2 -0.1
H -14.527 14.342 -12.521 -0.1 -0.1 0.2
H -13.604 14.181 -13.710 0.2 -0.1 -0.1
O -7.918 10.966 -18.275 0.3 -0.2 -0.2
H -8.177 10.997 -17.354 -0.3 0.0 0.3
H -7.914 11.882 -18.553 -0.1 0.2 -0.2
O -10.616 7.972 -11.711 0.1 -0.8 0.4
H -11.371 8.383 -11.289 0.0 0.1 0.2
H -10.558 8.397 -12.566 -0.2 0.3 0.0
O -12.290 9.060 -17.771 -0.2 -0.3 0.2
H -11.411 8.793 -18.038 0.4 -0.1 0.0
H -12.535 9.741 -18.398 -0.1 0.4 -0.1
O -13.148 12.141 -8.768 -0.1 -0.2 -0.1
H -12.722 12.750 -9.371 0.1 0.1 -0.3
H -13.116 12.582 -7.920 0.0 0.0 0.3